--- i ---
The molecule C2H4N2S, computed with the ωB97M-V functional and the def2-TZVPD basis.

## Properties
Highest occupied orbital energy   -0.32188 Ha
SMILES string   C=NNC=S
HOMO-LUMO gap   9.1 eV
LUMO   0.29 eV

CARTESIAN COORDINATES (ANGSTROEM)
C: -1.6210 0.5831 -0.5273
C: 1.4200 -0.8786 0.3585
H: -1.4760 1.6472 -0.3371
H: -2.5942 0.2955 -0.8793
H: 0.7186 1.0316 0.3903
H: 1.0043 -1.8652 0.0484
N: -0.7674 -0.3176 -0.2730
N: 0.4393 0.0438 0.2476
S: 2.8764 -0.5397 0.9718

--- ii ---
The molecule C2H4N2S, computed with the ωB97M-V functional and the def2-TZVPD basis.

## Properties
Highest occupied orbital energy (spin up / spin down)   -0.30867 / -0.30745 Ha
HOMO-LUMO gap (spin up / spin down)   6.8 / 6.7 eV
LUMO (spin up / spin down)   -1.56 / -1.70 eV

CARTESIAN COORDINATES (ANGSTROEM)
C: -1.0103 -1.2867 -0.2518
C: 0.7913 1.1324 0.2335
N: -0.8697 -0.1798 -0.7698
N: 0.0937 0.5911 -0.9442
S: 1.3588 -0.2336 1.1666
H: -2.0187 -1.8410 -0.3982
H: 0.0112 -1.5284 0.2299
H: 1.5567 1.7061 -0.1685
H: 0.0869 1.6398 0.9025

According to the calculations, the structures order from most to least stable as i, ii.

--- i ---
The molecule C6H7FO, computed with the ωB97M-V functional and the def2-TZVPD basis.

## Properties
Highest occupied orbital energy   -0.34113 Ha
SMILES string   C=C(F)C(=C)[C@H]1CO1
HOMO-LUMO gap   10.0 eV
LUMO   0.67 eV

CARTESIAN COORDINATES (ANGSTROEM)
C: -0.9882 -0.8336 -0.5473
C: -0.9991 -0.7992 -1.8621
C: -0.0101 -0.2346 0.4088
C: -0.1682 -0.3331 1.7512
C: 1.1386 0.4979 -0.1592
C: 1.1162 1.9497 -0.2464
H: -1.7359 -1.3825 -2.4311
H: -0.3445 -0.0719 -2.3725
H: 0.5762 0.1751 2.3388
H: -0.9962 -0.8322 2.2065
H: 1.7023 -0.0329 -0.9285
H: 1.6528 2.4798 -1.0169
H: 0.2524 2.4759 0.1285
O: 1.9580 1.2641 0.6797
F: -1.9228 -1.6007 0.0632

--- ii ---
A structure of composition C6H7FO, computed with the ωB97M-V functional and the def2-TZVPD basis.

## Properties
Highest occupied orbital energy   -0.31555 Ha
HOMO-LUMO gap   9.0 eV
LUMO   0.46 eV

CARTESIAN COORDINATES (ANGSTROEM)
C: -0.7415 -0.4340 -0.0878
C: -0.2954 0.4674 0.9838
C: 0.8553 0.8128 -0.0182
C: -0.2562 0.7239 -0.9804
C: 1.4225 -0.4666 -0.1074
C: 0.3817 -1.3846 -0.1540
H: -2.5011 -0.9827 0.9259
H: -0.9401 1.4503 1.1482
H: -0.0218 0.1785 1.9306
H: 1.5497 1.7035 -0.1895
H: -0.7413 1.6838 -0.9674
H: 0.0289 0.4938 -1.9990
H: 0.4949 -2.4982 -0.2721
O: -2.0511 -1.0162 -0.2149
F: 2.8155 -0.7315 0.0025

According to the calculations, the structures order from most to least stable as i, ii.

--- i ---
A cluster of 4 separate species, C4H14O3 in total, computed with the ωB97M-V functional and the def2-TZVPD basis.

## Properties
Highest occupied orbital energy   -0.32134 Ha
SMILES string   C=C(C)C.O.O.O
HOMO-LUMO gap   9.3 eV
LUMO   0.54 eV

CARTESIAN COORDINATES (ANGSTROEM)
C: 2.3750 -0.6954 -0.6482
C: 3.8792 -0.5087 -0.3387
C: 4.6219 -1.5481 0.2318
C: 4.6220 0.6670 -0.9071
H: 1.9016 -0.6322 -1.7152
H: 2.1044 -1.7511 -0.3262
H: 1.8260 0.0712 0.0309
H: 5.5345 -0.9879 0.6104
H: 4.2555 -2.5518 0.0768
H: 5.7122 0.4646 -1.2206
H: 4.1652 1.2381 -1.8556
H: 4.6548 1.3597 -0.1427
H: -4.5790 0.0820 5.2627
H: -4.5083 1.1828 4.3778
O: -4.1282 0.9166 5.2352
H: -5.7453 -0.3911 2.7711
H: -5.1002 0.7892 2.0899
O: -5.5322 0.4978 2.9005
H: -1.8664 0.4775 -5.9969
H: -3.3499 0.7444 -6.6133
O: -2.5888 0.1376 -6.5577

--- ii ---
A cluster of 4 separate species, C4H14O3 in total, computed with the ωB97M-V functional and the def2-TZVPD basis.

## Properties
Highest occupied orbital energy   -0.33988 Ha
SMILES string   C/C=C/C.O.O.O
HOMO-LUMO gap   9.8 eV
LUMO   0.53 eV

CARTESIAN COORDINATES (ANGSTROEM)
C: -1.3051 -2.1850 -1.9211
C: -1.1383 -0.7237 -1.6044
C: -1.7578 0.0520 -0.7336
C: -1.6360 1.5541 -0.7830
H: -1.4948 -2.7646 -1.0284
H: -0.3959 -2.5553 -2.4012
H: -2.1559 -2.3111 -2.5937
H: -0.3868 -0.2082 -2.2155
H: -2.5068 -0.3527 -0.0497
H: -2.4869 2.0368 -1.2660
H: -0.6791 1.8346 -1.1869
H: -1.7493 1.9349 0.2459
H: 3.7525 -2.1248 0.0426
H: 2.4201 -2.5359 0.6004
O: 3.3276 -2.8511 0.5110
H: 1.9823 2.4727 1.0559
H: 3.3373 1.8806 0.6807
O: 2.4151 1.8982 0.4100
H: -1.1602 2.2286 2.3172
H: -1.7774 1.4288 3.5015
O: -0.9709 1.8579 3.1845

According to the calculations, the structures order from most to least stable as ii, i.

--- i ---
A cluster of 4 separate species, C4H14O3 in total, computed with the ωB97M-V functional and the def2-TZVPD basis.

## Properties
Highest occupied orbital energy   -0.31703 Ha
SMILES string   C/C=C/C.O.O.O
HOMO-LUMO gap   9.2 eV
LUMO   0.58 eV

CARTESIAN COORDINATES (ANGSTROEM)
C: 0.3302 0.9343 -0.3675
C: 1.4426 0.2225 -0.0422
C: 2.0304 -0.2951 1.2727
C: 0.3709 1.9887 -1.5172
H: -0.5243 0.4852 0.0504
H: 2.1052 0.1778 -0.9605
H: 3.1104 -0.7482 1.3462
H: 2.0894 0.5029 2.0805
H: 1.3613 -1.0473 1.7415
H: 0.7905 1.5534 -2.4657
H: 1.0482 2.7179 -1.1117
H: -0.5538 2.5397 -1.6325
H: -1.9185 -1.8536 -0.6034
H: -2.4667 -2.1400 0.6666
O: -2.3270 -1.3544 0.1285
H: 0.2561 -1.9069 -1.4529
H: 0.9613 -2.4430 -0.2457
O: 0.2997 -2.6905 -0.9119
H: -2.4354 0.5882 0.9452
H: -3.3184 1.2232 1.8683
O: -2.6520 1.5453 1.2115

--- ii ---
A cluster of 4 separate species, C4H14O3 in total, computed with the ωB97M-V functional and the def2-TZVPD basis.

## Properties
Highest occupied orbital energy   -0.35674 Ha
SMILES string   C=C(C)C.O.O.O
HOMO-LUMO gap   10.3 eV
LUMO   0.56 eV

CARTESIAN COORDINATES (ANGSTROEM)
C: -0.1020 -2.0250 2.1190
C: 0.0176 -0.5553 1.8949
C: 1.1563 0.1163 1.9761
C: -1.1477 0.0540 1.1405
H: -1.0191 -2.4004 2.5759
H: 0.6569 -2.4641 2.7747
H: -0.1031 -2.5036 1.1323
H: 1.3820 1.1090 1.5775
H: 2.0255 -0.0796 2.6020
H: -2.0744 -0.0784 1.7077
H: -1.3384 -0.2097 0.1002
H: -0.9703 1.1359 1.1290
H: 0.6003 -0.2497 -0.7768
H: 1.6021 -1.1848 -0.3415
O: 1.1043 -1.0012 -1.1307
H: 1.9387 1.1545 -2.2466
H: 0.4807 1.5098 -2.7390
O: 1.2389 1.8393 -2.2405
H: -2.4098 1.3991 -1.5154
H: -2.6432 0.6631 -2.8078
O: -2.0433 1.2703 -2.4135

According to the calculations, the structures order from most to least stable as ii, i.

--- i ---
A cluster of 3 separate species, C2H7NO4 in total, computed with the ωB97M-V functional and the def2-TZVPD basis.

## Properties
Highest occupied orbital energy   -0.38070 Ha
SMILES string   O=CNC=O.O.O
HOMO-LUMO gap   11.0 eV
LUMO   0.64 eV

CARTESIAN COORDINATES (ANGSTROEM)
O: -1.2023 0.4375 0.7482
C: -0.2807 1.1902 0.5773
N: 1.0375 0.7406 0.5407
C: 2.0562 1.6524 0.7065
O: 1.9523 2.8424 0.6147
H: -0.3467 2.2827 0.5284
H: 1.1214 -0.2629 0.7271
H: 3.0650 1.1952 0.8093
H: -2.1466 -0.8067 -0.6701
H: -3.1138 -1.2378 -1.7286
O: -2.5883 -1.6068 -1.0002
H: -0.5682 -2.1091 -0.2810
H: 0.6272 -2.3302 -1.2199
O: 0.3869 -1.9875 -0.3524

--- ii ---
A cluster of 2 separate species, C2H7NO4 in total, computed with the ωB97M-V functional and the def2-TZVPD basis.

## Properties
Highest occupied orbital energy (spin up / spin down)   -0.34903 / -0.35863 Ha
HOMO-LUMO gap (spin up / spin down)   7.8 / 7.4 eV
LUMO (spin up / spin down)   -1.69 / -2.38 eV

CARTESIAN COORDINATES (ANGSTROEM)
C: 1.1386 -1.1176 0.6801
O: 0.4384 -0.7355 -0.4742
O: -1.2797 -1.7141 -0.3929
H: -1.9463 -1.3224 0.1967
H: 1.8887 -0.3404 0.8882
H: 1.6537 -2.0535 0.4662
H: 0.4703 -1.2008 1.5406
C: -0.3983 0.7056 -0.3262
N: 0.4738 1.7166 0.1652
O: -0.6883 0.9404 -1.6530
O: -1.3660 0.3991 0.4782
H: -1.2086 0.1811 -1.9575
H: 0.0750 2.1909 0.9625
H: 0.7487 2.3504 -0.5738

According to the calculations, the structures order from most to least stable as i, ii.